Here is a molecular structure, C49H60BBaBrF2N7O3 from OMol25. Energies are from ωB97M-V/def2-TZVPD.

CARTESIAN COORDINATES (ANGSTROEM)
Ba: -0.1043 -0.4893 -0.9801
C: 0.0483 2.6999 2.2268
C: -0.1483 3.4889 0.9253
C: 1.1414 4.0611 0.3963
C: 1.2460 5.3915 0.0041
C: 2.4383 5.8403 -0.5406
C: 3.4883 4.9481 -0.6749
C: 3.2944 3.6413 -0.2486
N: 2.1583 3.2058 0.2804
N: -0.7881 1.5121 2.2563
C: -0.3393 0.4744 3.1593
C: 1.0933 0.0845 2.8895
C: 2.0383 0.0782 3.9048
C: 3.3585 -0.2287 3.5998
C: 3.6936 -0.5093 2.2879
C: 2.6785 -0.4949 1.3423
N: 1.4082 -0.2143 1.6279
C: -2.1996 1.8028 2.4105
C: -3.0808 0.8656 1.6183
C: -4.1921 0.2433 2.1656
C: -4.9723 -0.5683 1.3518
C: -4.6211 -0.7188 0.0231
C: -3.4946 -0.0472 -0.4312
N: -2.7366 0.7218 0.3398
H: -0.1290 3.3485 3.1039
H: 1.0886 2.3823 2.2623
H: -0.8825 4.2899 1.0370
H: -0.5386 2.7985 0.1684
H: 0.3953 6.0530 0.1087
H: 2.5414 6.8695 -0.8625
H: 4.4347 5.2459 -1.1058
H: 4.0855 2.9079 -0.3496
H: -0.9822 -0.3993 3.0102
H: -0.4365 0.7737 4.2186
H: 1.7424 0.3303 4.9152
H: 4.1126 -0.2324 4.3774
H: 4.7069 -0.7342 1.9807
H: 2.8905 -0.7347 0.3045
H: -2.3805 2.8083 2.0263
H: -2.5074 1.8052 3.4697
H: -4.4286 0.3768 3.2139
H: -5.8277 -1.0919 1.7598
H: -5.1750 -1.3656 -0.6438
H: -3.1818 -0.1333 -1.4655
C: -4.7941 -7.5179 1.3777
C: -4.6315 -7.1960 -0.1082
C: -3.8913 -8.3682 -0.7686
C: -6.0315 -7.0757 -0.7273
C: -3.8562 -5.8985 -0.3315
C: -3.4153 -5.0896 0.7041
C: -2.7290 -3.9234 0.4201
Br: -2.1246 -2.8572 1.8857
C: -2.4234 -3.4614 -0.8776
O: -1.7924 -2.3583 -1.0580
C: -2.8863 -4.3053 -1.9412
C: -3.5704 -5.4698 -1.6324
C: -2.6023 -3.9116 -3.3946
C: -1.0848 -3.8672 -3.6306
C: -3.2226 -2.5402 -3.7048
C: -3.1921 -4.9105 -4.3939
H: -5.3316 -8.4626 1.4922
H: -5.3632 -6.7427 1.8952
H: -3.8253 -7.6185 1.8711
H: -4.4350 -9.3044 -0.6092
H: -2.8897 -8.4720 -0.3470
H: -3.7860 -8.2181 -1.8440
H: -6.5940 -8.0053 -0.5957
H: -5.9727 -6.8617 -1.7956
H: -6.5881 -6.2637 -0.2543
H: -3.5870 -5.3480 1.7397
H: -3.9097 -6.0927 -2.4503
H: -0.5955 -3.1787 -2.9453
H: -0.8699 -3.5530 -4.6566
H: -0.6495 -4.8575 -3.4773
H: -2.8174 -1.7749 -3.0476
H: -4.3081 -2.5776 -3.5753
H: -3.0118 -2.2576 -4.7404
H: -2.7574 -5.9062 -4.2789
H: -2.9720 -4.5665 -5.4073
H: -4.2778 -4.9921 -4.2969
F: 2.2478 -3.5027 -0.1966
B: 2.3081 -2.6531 -1.2713
F: 3.3070 -3.1605 -2.0954
C: -0.0965 3.5343 -3.0596
C: -0.8596 2.2515 -3.4075
C: -2.3672 2.5262 -3.4114
O: -0.5501 1.2426 -2.5332
H: -0.2037 4.3008 -3.8349
H: 0.9650 3.3138 -2.9155
H: -0.4783 3.9405 -2.1175
H: -0.5807 1.9745 -4.4464
H: -2.6819 2.7798 -2.3940
H: -2.9098 1.6292 -3.7194
H: -2.6361 3.3482 -4.0839
C: 7.8796 -7.4810 -3.9770
C: 7.6339 -6.2505 -3.1453
C: 6.3484 -5.7722 -2.9263
C: 6.1097 -4.6597 -2.1298
C: 7.1793 -3.9728 -1.5635
N: 6.9826 -2.8372 -0.7487
C: 6.2478 -1.6902 -0.9958
O: 6.1804 -0.8218 -0.1390
N: 5.6855 -1.6257 -2.2363
C: 4.7349 -0.7036 -2.7037
C: 4.2470 -0.8839 -3.9927
C: 3.2606 -0.0397 -4.4669
C: 2.7995 0.9753 -3.6421
N: 3.2727 1.1610 -2.4165
C: 4.2069 0.3400 -1.9513
C: 8.4750 -4.4381 -1.7816
C: 8.6930 -5.5683 -2.5499
H: 7.0089 -7.7235 -4.5852
H: 8.0936 -8.3449 -3.3437
H: 8.7326 -7.3433 -4.6432
H: 5.5031 -6.2878 -3.3674
H: 5.0926 -4.3343 -1.9410
H: 7.5403 -2.7530 0.0847
H: 5.7687 -2.4532 -2.8055
H: 4.6109 -1.7061 -4.5983
H: 2.8382 -0.1776 -5.4532
H: 2.0078 1.6445 -3.9622
H: 4.5469 0.5017 -0.9394
H: 9.3110 -3.9000 -1.3505
H: 9.7081 -5.9170 -2.7060

The relative energy (zero: lowest compared OMol25 entry of this formula, charge and spin) comes out at 2.4 kcal/mol. Its total charge is -1. The calculation puts the total energy at -5336.584394 hartree. Its max |F| is 0.44 eV/A. The calculation puts the LUMO energy at 2.30 eV. The value obtained for the HOMO energy is -3.827 eV.